Arrangement 1

The following is a DFT calculation (wB97M-V/def2-TZVPD) of the molecule C19H22N2O6S.

Structure (SMILES)   CCOc1cccc(SCc2noc(C(=O)NC[C@@H]3CCCO3)c2C(=O)O)c1
Gap between HOMO and LUMO   8.4 eV
E_HOMO   -8.67 eV

```
! RIJCOSX wB97M-V def2-TZVPD def2/J DEFGRID3
* xyz 0 1
C 1.010 3.355 -1.165
C 1.705 3.601 0.170
O 1.434 2.595 1.129
C 2.197 1.470 1.170
C 1.950 0.613 2.246
C 2.678 -0.547 2.403
C 3.648 -0.901 1.476
C 3.862 -0.071 0.391
S 4.957 -0.580 -0.930
C 3.832 -1.815 -1.736
C 2.449 -1.326 -1.593
N 1.985 -0.339 -2.309
O 0.772 -0.001 -1.820
C 0.477 -0.786 -0.766
C -0.758 -0.491 -0.014
O -1.060 -1.117 0.999
N -1.454 0.551 -0.481
C -2.763 0.866 0.029
C -3.856 0.216 -0.855
C -5.211 0.201 -0.142
C -5.138 -1.094 0.676
C -4.055 -1.923 -0.041
O -3.558 -1.133 -1.114
C 1.503 -1.689 -0.574
C 1.656 -2.836 0.370
O 2.551 -3.632 0.228
O 0.773 -2.951 1.339
C 3.165 1.119 0.236
H 1.215 4.183 -1.838
H 1.358 2.436 -1.629
H -0.064 3.285 -1.011
H 2.786 3.718 0.032
H 1.315 4.519 0.622
H 1.182 0.889 2.951
H 2.483 -1.194 3.245
H 4.212 -1.813 1.581
H 3.960 -2.778 -1.246
H 4.148 -1.842 -2.776
H -1.183 0.947 -1.370
H -2.897 1.949 0.057
H -2.815 0.460 1.041
H -3.883 0.724 -1.826
H -6.010 0.144 -0.881
H -5.363 1.084 0.474
H -4.843 -0.891 1.704
H -6.093 -1.613 0.693
H -4.447 -2.842 -0.481
H -3.234 -2.178 0.638
H 0.042 -2.270 1.323
H 3.379 1.727 -0.628
*
```

Mulliken atomic charge list, values in e, 8 entries: -0.63, -0.57, -0.47, 0.47, -0.49, -0.47, -0.45, -0.36

Arrangement 2

The following is a DFT calculation (wB97M-V/def2-TZVPD) of a structure of composition C19H22N2O6S.

Gap between HOMO and LUMO   7.6 eV
E_HOMO   -8.61 eV

```
! RIJCOSX wB97M-V def2-TZVPD def2/J DEFGRID3
* xyz 0 1
C 3.525 -3.902 1.261
C 2.407 -3.507 0.105
H 2.565 -3.953 -0.817
H 1.445 -3.960 0.429
O 2.461 -2.331 -0.285
C 1.891 -1.417 0.777
C 1.318 -1.751 2.005
C 0.381 -0.867 2.626
C 0.449 0.463 2.316
C 1.217 0.936 1.127
C 1.672 -0.041 0.556
H 2.220 0.103 -0.456
H 1.318 1.881 0.708
H -0.048 1.342 3.001
S -0.600 -1.365 3.990
C -1.867 -1.957 3.216
C -2.017 -1.112 1.830
N -2.589 0.062 2.004
O -2.739 0.671 0.705
C -1.971 -0.209 0.011
C -1.747 -1.516 0.546
C -1.083 -2.708 0.337
O -1.127 -3.622 0.971
O -0.596 -2.731 -0.939
H -1.052 -2.074 -1.704
C -1.789 0.255 -1.526
O -1.022 -0.548 -2.415
N -2.345 1.456 -1.706
H -2.492 1.974 -0.935
C -1.889 2.150 -3.011
H -3.023 2.458 -3.371
H -1.565 1.265 -3.784
C -1.018 3.316 -2.798
H -0.894 3.816 -3.815
C 0.499 2.812 -2.457
H 0.928 2.858 -3.197
H 0.314 1.807 -2.045
C 0.992 4.106 -1.302
H 1.622 3.645 -0.741
C -0.484 4.234 -0.577
H -0.396 5.408 -0.367
O -1.361 4.142 -1.499
H -0.563 3.469 0.095
H 1.338 4.781 -2.064
H -2.890 -2.002 3.846
H -1.757 -2.894 2.727
H 1.134 -2.708 2.167
H 3.619 -4.966 1.237
H 4.333 -3.680 0.881
H 3.279 -3.589 2.336
*
```

Mulliken atomic charge list, values in e, 8 entries: -1.41, -0.28, 0.68, 0.09, -0.41, 0.04, -0.75, -0.01

Going by the energies, arrangement 1 is most stable and the next is 379.4 kcal/mol up.

Arrangement 1

The following is a DFT calculation (wB97M-V/def2-TZVPD) of a structure of composition C9H7NO4PbS.

Gap between HOMO and LUMO   8.1 eV
E_HOMO   -15.95 eV

```
! RIJCOSX wB97M-V def2-TZVPD def2/J DEFGRID3
* xyz 2 1
Pb 0.022 0.269 -0.561
O 0.014 3.894 -0.325
C 0.009 2.767 -0.364
C 0.047 -2.346 -0.612
O 0.013 -3.385 -0.277
C 2.522 0.233 -0.606
O 3.666 0.236 -0.562
C -2.465 0.263 -0.679
O -3.606 0.206 -0.530
C 0.021 0.935 -3.121
H -0.898 1.512 -3.038
H 0.938 1.515 -3.040
C 0.023 -0.470 -3.105
H 0.943 -1.044 -3.036
H -0.894 -1.048 -3.033
S -1.099 -1.204 3.957
C 0.526 -0.375 3.894
C 0.838 0.061 2.590
N -0.256 -0.204 1.692
C -1.233 -0.938 2.246
H 1.202 -0.192 4.713
H 1.752 0.577 2.164
H -2.084 -1.263 1.635
*
```

Mulliken atomic charge list, values in e, 8 entries: 1.15, -0.05, 0.20, 0.11, -0.01, 0.18, -0.08, 0.17

Arrangement 2

The following is a DFT calculation (wB97M-V/def2-TZVPD) of a structure of composition C9H7NO4PbS.

Gap between HOMO and LUMO   8.4 eV
E_HOMO   -16.20 eV

```
! RIJCOSX wB97M-V def2-TZVPD def2/J DEFGRID3
* xyz 2 1
Pb 0.272 -0.305 -0.472
O 1.223 -3.753 0.470
C 0.920 -2.677 0.218
C -0.472 2.182 -1.069
O -0.881 3.222 -0.911
C -1.976 -1.124 -1.384
O -2.995 -1.503 -1.724
C 2.569 0.542 0.275
O 3.467 0.981 0.784
C 1.442 -1.117 -2.727
H 2.381 -1.359 -2.216
H 0.768 -1.972 -2.836
C 1.046 0.183 -2.981
H 0.041 0.436 -3.332
H 1.655 1.051 -2.711
S -0.887 1.803 3.789
C -2.056 0.475 3.339
C -1.709 -0.132 2.131
N -0.487 0.400 1.625
C -0.038 1.467 2.315
H -2.920 0.146 3.915
H -2.208 -0.951 1.530
H 0.846 2.005 1.972
*
```

Mulliken atomic charge list, values in e, 8 entries: 1.17, -0.07, 0.22, 0.15, -0.06, 0.17, -0.07, 0.13

Going by the energies, arrangement 2 is most stable and the next is 15.4 kcal/mol up.

Arrangement 1

The following is a DFT calculation (wB97M-V/def2-TZVPD) of a cluster of 2 separate species, C6H14O in total.

Gap between HOMO and LUMO (spin up / spin down)   9.2 / 6.0 eV
<S²>   0.755
E_HOMO (spin up / spin down)   -14.02 / -14.02 eV

```
! RIJCOSX wB97M-V def2-TZVPD def2/J DEFGRID3
* xyz 1 2
C -1.641 -1.702 0.592
C -1.055 -0.868 -0.495
C -0.682 0.600 -0.058
C -1.282 1.166 1.042
C 0.238 1.353 -1.023
C -0.055 2.828 -1.308
H -1.489 -2.776 0.589
H -2.779 -1.562 0.734
H -1.260 -1.559 1.568
H -0.082 -1.275 -0.698
H -1.652 -0.878 -1.421
H -1.774 0.581 1.841
H -1.627 2.171 0.918
H 0.026 0.865 -1.960
H 1.244 1.106 -0.638
H -0.607 2.823 -2.193
H 0.991 3.378 -1.500
H -0.693 3.289 -0.576
H 4.504 -2.372 0.862
H 3.502 -2.885 1.969
O 3.570 -2.646 1.001
*
```

Mulliken atomic charge list, values in e, 8 entries: -1.57, -0.12, 0.48, -0.74, -0.33, -1.01, 0.36, 0.36

Arrangement 2

The following is a DFT calculation (wB97M-V/def2-TZVPD) of a cluster of 2 separate species, C6H14O in total.

Gap between HOMO and LUMO (spin up / spin down)   8.9 / 5.2 eV
<S²>   0.752
E_HOMO (spin up / spin down)   -13.56 / -13.56 eV

```
! RIJCOSX wB97M-V def2-TZVPD def2/J DEFGRID3
* xyz 1 2
C -0.613 -1.062 1.901
C 0.518 -0.179 2.507
C 1.778 -0.251 1.608
C 1.362 0.132 0.259
C 1.646 -0.519 -0.939
C 1.177 0.007 -2.220
H -0.931 -0.711 0.924
H -1.496 -1.046 2.539
H -0.307 -2.103 1.807
H 0.652 -0.486 3.539
H 0.060 0.812 2.547
H 2.243 -1.229 1.702
H 2.478 0.513 1.976
H 0.926 1.126 0.186
H 2.314 -1.377 -0.934
H 1.859 -0.139 -3.055
H 1.046 1.086 -2.104
H 0.211 -0.477 -2.436
H -5.573 1.551 -3.572
H -4.542 2.212 -2.664
O -4.808 2.139 -3.573
*
```

Mulliken atomic charge list, values in e, 8 entries: -1.14, -0.55, -0.39, -0.30, 0.24, -1.04, 0.34, 0.36

Going by the energies, arrangement 2 is most stable and the next is 21.8 kcal/mol up.

Arrangement 1

The following is a DFT calculation (wB97M-V/def2-TZVPD) of a cluster of 2 separate species, C9H18N2O4 in total.

Gap between HOMO and LUMO   9.2 eV
E_HOMO   -9.72 eV

```
! RIJCOSX wB97M-V def2-TZVPD def2/J DEFGRID3
* xyz 0 1
C 1.383 0.760 0.475
C 0.786 0.279 -0.772
C 0.456 0.276 1.574
C 1.227 0.140 2.833
C -0.919 1.126 1.515
C -2.053 0.975 2.577
C 0.128 -1.646 -2.185
C 0.647 -1.407 -3.627
C -1.358 -1.358 -2.023
H 2.499 2.535 0.313
H 1.006 2.766 -0.213
H 2.436 0.342 0.692
H 0.258 -0.783 1.282
H 0.646 -0.256 3.711
H 1.623 1.254 3.198
H 2.106 -0.659 2.764
H -1.308 0.965 0.529
H -0.348 2.255 1.553
H -2.860 1.618 2.400
H -2.503 -0.171 2.672
H -1.733 1.509 3.602
H 1.224 -1.641 -0.349
H 0.221 -2.760 -1.996
H -1.537 -0.206 -2.026
H -1.827 -1.878 -2.836
H -2.988 -2.574 -1.005
H 0.303 0.581 -3.306
N 1.574 2.286 0.549
N 0.933 -1.047 -1.072
O 0.140 1.097 -1.492
O 0.669 -2.192 -4.529
O -1.721 -2.056 -0.850
O 0.890 -0.127 -3.958
*
```

Mulliken atomic charge list, values in e, 8 entries: -0.12, 0.08, 0.90, -1.55, -0.53, -1.22, -0.33, 0.33

Arrangement 2

The following is a DFT calculation (wB97M-V/def2-TZVPD) of a structure of composition C9H18N2O4.

Gap between HOMO and LUMO   7.5 eV
E_HOMO   -8.95 eV

```
! RIJCOSX wB97M-V def2-TZVPD def2/J DEFGRID3
* xyz 0 1
C 0.403 0.590 0.038
C -0.947 -0.079 0.599
C 1.286 1.347 1.012
C 0.418 2.567 1.462
C 1.512 0.395 2.177
C 2.440 0.714 3.282
C -0.941 -1.275 -1.517
C -1.120 -0.451 -2.802
C -1.672 -2.547 -1.944
H 1.003 2.251 -1.441
H -0.877 1.418 -1.644
H 0.838 -0.357 -0.169
H 2.223 1.454 0.290
H -0.335 2.337 2.434
H 1.064 3.578 1.592
H -0.264 2.855 0.448
H 0.750 -0.169 2.882
H 1.920 -0.678 1.899
H 3.420 1.076 2.702
H 2.896 -0.387 3.675
H 2.034 1.531 4.124
H -2.289 -1.376 -0.018
H 0.064 -1.502 -1.461
H -2.780 -2.203 -1.857
H -1.337 -2.784 -2.843
H -2.693 -4.101 -0.490
H -0.923 -0.707 -4.619
N 0.360 1.055 -1.348
N -1.479 -0.818 -0.341
O -1.476 0.141 1.661
O -1.721 0.652 -3.084
O -1.292 -3.564 -0.907
O -0.483 -0.965 -3.790
*
```

Mulliken atomic charge list, values in e, 8 entries: -0.91, 0.20, 0.80, -1.17, -0.87, -1.05, 0.32, 0.37

Going by the energies, arrangement 1 is most stable and the next is 143.7 kcal/mol up.